{
  "formula": "C38H102O37S13",
  "method": "ωB97M-V with the def2-TZVPD basis set",
  "gap_ev": 8.64,
  "lumo_ha": -0.00600,
  "species": ["O", "S", "O", "O", "C", "C", "C", "H", "H", "H", "H", "H", "H", "H", "H", "O", "S", "O", "O", "C", "C", "C", "H", "H", "H", "H", "H", "H", "H", "H", "O", "S", "O", "O", "C", "C", "C", "H", "H", "H", "H", "H", "H", "H", "H", "O", "S", "O", "O", "C", "C", "C", "H", "H", "H", "H", "H", "H", "H", "H", "O", "S", "O", "O", "C", "C", "C", "H", "H", "H", "H", "H", "H", "H", "H", "O", "S", "O", "O", "C", "C", "C", "H", "H", "H", "H", "H", "H", "H", "H", "O", "S", "O", "O", "C", "C", "C", "H", "H", "H", "H", "H", "H", "H", "H", "O", "S", "O", "O", "C", "C", "C", "H", "H", "H", "H", "H", "H", "H", "H", "O", "S", "O", "O", "C", "C", "C", "H", "H", "H", "H", "H", "H", "H", "H", "O", "S", "O", "O", "C", "C", "C", "H", "H", "H", "H", "H", "H", "H", "H", "O", "S", "O", "O", "C", "C", "C", "H", "H", "H", "H", "H", "H", "H", "H", "O", "S", "O", "O", "C", "C", "C", "H", "H", "H", "H", "H", "H", "H", "H", "C", "S", "O", "C", "H", "H", "H", "H", "H", "H"],
  "xyz": [[-5.298, 3.434, 4.522], [-3.873, 3.682, 4.448], [-2.918, 2.676, 3.999], [-3.671, 5.117, 3.604], [-3.497, 5.019, 2.198], [-2.407, 6.006, 1.790], [-3.194, 4.261, 6.091], [-4.502, 5.221, 1.823], [-3.232, 4.005, 1.893], [-2.672, 7.049, 1.960], [-2.149, 5.842, 0.744], [-1.580, 5.767, 2.459], [-2.169, 3.905, 6.056], [-3.858, 3.798, 6.817], [-3.176, 5.348, 6.102], [-3.915, -4.541, 6.510], [-2.821, -3.610, 6.204], [-1.662, -4.035, 5.468], [-3.403, -2.359, 5.338], [-2.549, -1.368, 4.872], [-3.314, -0.481, 3.872], [-2.337, -2.781, 7.750], [-1.783, -1.908, 4.310], [-2.031, -0.875, 5.696], [-4.013, -1.000, 3.215], [-2.661, 0.125, 3.244], [-3.984, 0.252, 4.325], [-1.933, -3.440, 8.516], [-3.270, -2.345, 8.108], [-1.623, -1.992, 7.520], [2.616, -0.914, 0.041], [2.515, -2.312, -0.315], [2.734, -2.791, -1.676], [3.496, -3.141, 0.675], [3.865, -4.471, 0.294], [4.935, -4.864, 1.270], [0.972, -2.998, 0.334], [4.353, -4.504, -0.680], [3.026, -5.167, 0.297], [5.474, -5.744, 0.918], [4.552, -5.192, 2.236], [5.585, -4.016, 1.479], [0.178, -2.723, -0.358], [0.813, -2.430, 1.252], [1.120, -4.050, 0.562], [-1.758, -6.095, -3.244], [-0.713, -5.172, -2.873], [-0.621, -4.677, -1.533], [0.746, -5.878, -3.215], [0.915, -6.320, -4.559], [2.083, -7.268, -4.655], [-0.611, -3.720, -3.980], [1.060, -5.474, -5.233], [0.044, -6.905, -4.859], [2.402, -7.514, -5.667], [1.712, -8.184, -4.196], [2.935, -6.811, -4.151], [-0.726, -4.077, -5.001], [0.387, -3.321, -3.796], [-1.376, -3.014, -3.661], [0.559, -0.659, 2.863], [1.307, -1.119, 4.043], [0.719, -1.010, 5.368], [1.786, -2.695, 3.761], [1.785, -3.585, 4.923], [2.494, -4.824, 4.345], [2.879, -0.279, 4.116], [0.791, -3.907, 5.229], [2.373, -3.119, 5.712], [3.538, -4.669, 4.081], [1.978, -5.258, 3.489], [2.457, -5.612, 5.100], [3.245, -0.125, 5.128], [2.671, 0.677, 3.637], [3.546, -0.902, 3.522], [3.290, 1.917, -4.911], [3.328, 0.466, -4.931], [2.191, -0.326, -5.270], [4.512, 0.014, -5.969], [4.185, -0.332, -7.335], [5.563, -0.609, -7.918], [4.280, -0.081, -3.406], [3.609, 0.423, -7.876], [3.443, -1.126, -7.232], [5.519, -0.968, -8.945], [5.947, -1.425, -7.302], [6.276, 0.197, -7.756], [4.406, -1.162, -3.404], [3.720, 0.222, -2.522], [5.238, 0.435, -3.412], [-0.601, 5.337, 6.807], [0.145, 5.672, 5.606], [1.612, 5.723, 5.461], [-0.451, 4.682, 4.412], [0.370, 4.143, 3.382], [1.187, 2.878, 3.675], [-0.590, 7.221, 5.031], [1.105, 4.883, 3.056], [-0.250, 4.044, 2.492], [1.802, 3.032, 4.563], [1.916, 2.765, 2.873], [0.500, 2.039, 3.787], [-0.385, 7.453, 3.986], [-0.178, 8.069, 5.579], [-1.667, 7.255, 5.193], [-4.482, 0.001, -6.164], [-3.756, -0.673, -5.070], [-4.289, -1.888, -4.476], [-2.290, -1.006, -5.638], [-2.250, -1.746, -6.880], [-0.836, -1.601, -7.366], [-3.278, 0.557, -3.812], [-2.966, -1.247, -7.533], [-2.588, -2.776, -6.753], [-0.552, -0.556, -7.483], [-0.738, -2.157, -8.300], [-0.080, -2.035, -6.709], [-2.636, 0.077, -3.074], [-4.210, 0.801, -3.301], [-2.805, 1.420, -4.273], [-4.477, -1.151, -1.510], [-3.426, -2.079, -1.131], [-2.036, -1.897, -1.504], [-3.418, -2.220, 0.534], [-2.443, -3.104, 1.169], [-3.123, -3.819, 2.285], [-3.981, -3.786, -1.554], [-1.586, -2.517, 1.503], [-2.084, -3.781, 0.390], [-3.605, -3.086, 2.929], [-2.430, -4.448, 2.842], [-3.891, -4.508, 1.930], [-3.182, -4.524, -1.619], [-4.439, -3.773, -2.542], [-4.680, -4.135, -0.796], [8.139, 0.785, 2.120], [6.731, 0.653, 2.389], [6.213, 0.966, 3.717], [5.832, 1.563, 1.288], [4.393, 1.718, 1.478], [3.838, 2.327, 0.224], [6.171, -0.970, 1.800], [4.176, 2.355, 2.337], [3.876, 0.789, 1.721], [4.244, 3.292, -0.088], [2.789, 2.632, 0.216], [3.973, 1.685, -0.648], [6.799, -1.702, 2.305], [6.340, -0.895, 0.726], [5.100, -1.125, 1.912], [0.092, 3.086, 0.102], [-1.001, 2.315, -0.460], [-2.364, 2.861, -0.556], [-0.567, 1.660, -1.923], [0.751, 1.234, -2.147], [0.661, -0.238, -2.592], [-1.125, 0.794, 0.459], [1.407, 1.277, -1.276], [1.227, 1.791, -2.955], [1.651, -0.686, -2.682], [0.244, -0.397, -3.587], [0.065, -0.852, -1.916], [-1.390, 1.054, 1.485], [-0.103, 0.439, 0.598], [-1.823, 0.100, -0.003], [-6.002, 2.759, -3.321], [-6.102, 3.521, -2.082], [-7.303, 4.255, -1.815], [-5.734, 2.476, -0.842], [-6.220, 2.581, 0.448], [-5.285, 1.653, 1.242], [-4.634, 4.589, -1.969], [-7.246, 2.216, 0.464], [-6.007, 3.609, 0.749], [-4.256, 1.782, 0.898], [-5.458, 0.580, 1.161], [-5.151, 1.884, 2.300], [-3.808, 3.997, -2.360], [-4.368, 4.835, -0.943], [-4.838, 5.414, -2.650], [3.378, 5.436, -5.128], [2.922, 5.895, -3.375], [1.776, 6.879, -3.354], [2.250, 4.262, -2.897], [2.529, 5.231, -5.780], [4.108, 4.627, -5.149], [3.895, 6.260, -5.623], [1.806, 4.277, -1.901], [3.028, 3.509, -2.755], [1.571, 3.838, -3.636]],
  "forces_ev_per_angstrom": [[1.3, -0.2, -0.3], [1.0, 1.7, 1.0], [-1.4, 0.9, -0.3], [0.2, -1.9, 1.9], [-0.5, 0.3, -0.6], [-0.4, -0.5, 0.3], [-0.7, -0.5, -1.9], [0.2, 0.2, -0.6], [0.2, 0.0, 0.1], [-0.2, -0.1, -0.1], [0.2, 0.1, 0.1], [0.3, 0.1, -0.3], [-0.3, -0.2, 0.4], [0.3, 0.2, 0.2], [-0.4, -0.1, 0.1], [2.0, 2.0, -0.9], [-1.1, -0.1, 0.3], [0.0, -0.4, 0.4], [-2.1, -2.1, 2.1], [1.3, 0.4, -2.0], [-0.6, 0.7, 0.5], [-0.5, 0.2, -0.6], [0.3, 0.3, 0.0], [-0.3, 0.5, -0.1], [0.4, -0.6, 0.0], [0.3, -0.3, 0.1], [0.2, 0.0, 0.5], [0.0, -0.3, -0.4], [0.1, 0.0, 0.1], [0.0, -0.1, -0.1], [0.4, -1.0, -0.4], [-1.0, -1.6, 0.0], [0.0, 0.9, 1.4], [-0.2, 1.2, -0.7], [1.0, -0.4, -0.1], [0.0, -0.7, 1.0], [0.6, 1.5, -0.1], [-0.5, 0.4, -0.3], [-0.2, 0.2, 0.0], [0.3, 0.3, -0.3], [-0.3, 0.2, 0.0], [0.3, -0.2, -0.3], [0.0, -0.5, -0.1], [0.1, -0.1, 0.1], [-0.3, 0.0, -0.4], [0.6, 0.7, 0.2], [0.9, 0.1, -1.3], [0.1, -0.6, -0.1], [-1.1, 0.7, 0.9], [-0.3, -0.5, -1.3], [0.0, 0.0, 0.6], [-0.1, -1.1, 0.7], [-0.1, 0.2, 0.1], [-0.3, 0.4, -0.1], [-0.4, 0.3, -0.1], [0.7, -0.1, 0.3], [0.1, -0.4, 0.2], [-0.1, 0.2, 0.0], [0.0, 0.1, 0.0], [-0.1, -0.1, -0.1], [1.3, -1.1, 1.7], [-0.6, -0.3, 0.2], [0.2, -0.4, -1.3], [-1.3, 2.2, 0.5], [1.1, -1.2, -1.4], [-0.2, -0.3, 0.9], [-0.3, -0.2, -0.7], [-0.1, 0.7, 0.0], [-0.2, -0.1, 0.2], [0.0, 0.3, 0.1], [-0.2, 0.4, -0.1], [0.1, 0.0, 0.1], [-0.2, -0.3, 0.0], [0.3, 0.0, 0.0], [0.2, 0.3, 0.0], [-0.5, -1.4, 0.1], [3.2, 0.3, -0.1], [-0.4, 0.1, 0.4], [-0.8, 1.1, 1.1], [-0.4, 0.3, 0.2], [-0.5, -1.2, 0.5], [-1.0, 0.3, -0.8], [0.4, 0.6, 0.3], [0.6, -0.7, -0.5], [0.1, 0.3, 0.0], [0.2, -0.2, -0.2], [-0.4, 0.3, -0.3], [-0.1, 0.1, -0.2], [-0.1, 0.0, -0.1], [-0.1, 0.0, -0.3], [1.7, 0.1, -1.1], [0.2, 0.2, -1.7], [-2.8, -0.3, 0.8], [0.2, 0.3, 1.8], [1.6, 0.5, -1.1], [-0.7, 0.8, 0.5], [0.3, 0.6, 0.0], [0.0, 0.4, 0.3], [-0.4, -0.4, 0.3], [-0.2, -0.1, 0.2], [-0.4, -0.3, -0.3], [0.4, -0.3, 0.0], [0.2, -0.6, -0.1], [0.2, -0.3, 0.3], [0.1, -0.5, 0.0], [1.0, -1.3, 2.0], [-0.6, 1.1, -1.0], [0.4, 1.1, -0.4], [-0.3, -0.2, 0.7], [-0.1, 0.8, 0.1], [0.4, -0.5, -0.3], [-0.5, -1.0, -0.2], [0.1, -0.1, -0.3], [0.2, -0.1, 0.3], [-0.2, 0.0, -0.2], [0.0, 0.3, -0.2], [-0.3, -0.1, 0.3], [0.1, -0.1, -0.2], [-0.1, 0.2, -0.2], [-0.1, -0.2, -0.2], [1.8, -1.1, 1.0], [-0.9, -1.5, 1.4], [-0.9, 0.3, -0.2], [-0.5, 0.8, -1.5], [0.2, 0.0, -1.2], [-0.5, -0.4, 0.2], [0.2, 0.3, -0.3], [-0.1, 0.2, 0.1], [0.2, -0.2, 0.2], [0.1, -0.2, 0.2], [0.2, 0.3, 0.2], [-0.1, 0.2, -0.2], [0.4, 0.5, 0.3], [-0.2, 0.4, 0.1], [-0.1, 0.4, 0.0], [-1.4, 0.1, -0.2], [-2.1, 0.8, 0.2], [0.6, -0.6, -1.6], [1.1, -0.8, 1.0], [-0.2, 0.5, 0.6], [-0.2, 0.7, -1.4], [0.5, 0.9, -0.1], [0.5, 0.2, 0.1], [0.4, -0.4, -0.4], [0.8, -0.1, 0.5], [-0.3, -0.7, 0.7], [0.0, -0.3, 0.1], [-0.2, -0.1, -0.2], [0.4, -0.3, 0.1], [0.1, 0.1, 0.4], [-0.8, -0.3, -0.8], [-1.1, -1.0, 0.1], [2.7, -0.5, -0.5], [-1.8, 2.1, 1.5], [1.1, -2.1, -0.7], [0.2, -0.2, -0.2], [0.6, 0.7, 0.6], [-0.3, 0.3, 0.3], [-0.3, 0.4, 0.1], [0.1, 0.1, 0.3], [-0.3, 0.5, 0.0], [0.1, 0.2, 0.2], [-0.5, 0.2, -0.1], [0.0, -0.4, -0.5], [0.2, 0.1, 0.0], [0.0, 0.8, 1.9], [1.1, -1.3, -0.1], [0.3, -0.2, 0.4], [0.2, 0.3, -4.2], [0.8, -0.5, 1.4], [0.9, 0.0, 0.6], [-0.4, -0.9, -0.5], [-0.1, 0.6, 0.4], [-0.9, 0.0, 0.6], [-0.1, 0.2, -0.5], [-0.5, 0.1, -0.2], [-0.8, 0.2, 0.1], [-0.1, -0.1, 0.0], [-0.5, 0.3, 0.0], [0.1, 0.2, 0.3], [0.0, 0.5, 0.0], [-0.6, 0.0, -0.4], [1.0, -1.0, -0.4], [0.2, -0.6, 0.1], [-0.3, -0.3, 0.4], [-0.3, -0.3, 0.4], [-0.1, 0.4, 0.5], [-0.4, 0.7, -0.1], [0.5, 0.3, -0.5], [-0.2, 0.4, 0.0]]
}


{
  "formula": "C10H18F2NbO7S2",
  "method": "ωB97M-V with the def2-TZVPD basis set",
  "charge": -1,
  "gap_ev": 7.00,
  "lumo_ha": 0.07792,
  "species": ["C", "C", "C", "O", "C", "O", "C", "S", "Nb", "F", "O", "C", "O", "C", "S", "H", "H", "H", "H", "H", "H", "H", "H", "H", "H", "H", "H", "H", "H", "H", "C", "C", "O", "C", "O", "O", "F", "H", "H", "H"],
  "xyz": [[-2.496, 2.609, 0.184], [-2.728, 1.752, -1.052], [-2.301, 2.517, -2.294], [-0.913, 2.786, -2.244], [-0.100, 2.098, -3.099], [-0.121, 2.311, -4.291], [0.815, 1.089, -2.473], [1.906, 1.638, -1.108], [2.064, 4.077, -0.832], [2.147, 5.989, -0.628], [-1.959, 0.538, -1.045], [-1.901, -0.145, 0.141], [-2.825, -0.806, 0.547], [-0.580, 0.002, 0.863], [0.042, -1.628, 1.379], [-3.153, 3.481, 0.108], [-2.761, 2.098, 1.112], [-1.468, 2.981, 0.203], [-3.798, 1.536, -1.175], [-2.567, 1.997, -3.219], [-2.819, 3.480, -2.292], [1.428, 0.695, -3.283], [0.233, 0.263, -2.059], [1.642, 4.078, -2.629], [0.391, 4.199, -0.064], [2.537, 3.580, 0.884], [3.895, 4.083, -0.973], [0.172, 0.488, 0.241], [-0.749, 0.608, 1.755], [1.201, -1.613, 0.709], [1.333, -6.660, 2.631], [0.899, -5.415, 3.379], [1.870, -4.473, 2.984], [2.323, -4.833, 1.749], [2.944, -4.135, 1.025], [1.947, -6.108, 1.468], [0.954, -5.584, 4.724], [2.072, -7.217, 3.210], [0.512, -7.314, 2.353], [-0.091, -5.041, 3.111]],
  "forces_ev_per_angstrom": [[-0.1, 0.1, -0.1], [-0.2, 0.4, -0.2], [-0.1, 0.2, -0.2], [0.2, -0.3, 0.3], [0.2, 0.3, -1.1], [-0.3, -0.3, 0.9], [0.6, -0.1, -0.1], [-0.2, 0.1, 0.1], [-0.3, 2.1, -1.0], [-0.1, -0.8, -0.4], [0.0, 0.0, 0.3], [-0.6, -0.4, 0.2], [0.5, 0.6, -0.3], [0.0, -0.3, -0.2], [0.0, -0.2, 0.2], [0.0, 0.0, 0.0], [0.1, -0.1, -0.1], [0.0, -0.2, 0.1], [0.1, -0.2, 0.2], [0.1, -0.1, 0.1], [0.0, -0.1, 0.0], [0.0, 0.0, 0.1], [-0.2, 0.2, -0.1], [0.0, -0.6, 0.0], [0.7, -0.1, 0.9], [-0.1, -0.7, -0.5], [-0.2, -0.1, 1.0], [-0.1, 0.1, 0.1], [0.0, 0.0, -0.1], [0.0, 0.2, 0.0], [-0.1, -0.1, 0.0], [0.1, 0.0, 0.0], [-0.2, 0.0, -0.1], [0.1, 0.1, -0.1], [0.0, -0.1, 0.1], [0.0, 0.0, 0.0], [0.1, 0.0, 0.0], [0.0, 0.0, 0.1], [0.0, 0.1, -0.1], [0.0, 0.0, 0.1]]
}


The records above yield ΔE to the lowest compared entry with this formula, charge and spin values of 4.8, 0.0 kJ/mol, respectively.